Computed, not measured: 16 unconnected molecules or ions with the total composition C23H75NO17 at a distorted geometry, with the ωB97M-V functional and the def2-TZVPD basis.

Positions of all 116 atoms, in Å:
C 2.844 -1.637 1.473
C 2.861 -0.285 0.691
C 1.608 0.636 0.999
C 1.743 1.122 2.465
C 0.327 -0.180 0.697
N -0.139 0.185 -0.683
C -1.508 0.715 -0.685
O -2.306 0.679 -1.573
C -1.660 1.281 0.778
C -1.002 0.069 1.499
O -1.000 0.008 2.919
H 3.813 -1.878 1.939
H 2.075 -1.640 2.280
H 2.510 -2.432 0.768
H 3.029 -0.402 -0.398
H 3.742 0.289 1.084
H 1.741 1.528 0.348
H 2.660 1.731 2.627
H 0.894 1.737 2.825
H 1.830 0.268 3.169
H 0.392 -1.280 0.625
H 0.360 0.963 -1.121
H -2.736 1.178 1.042
H -1.235 2.291 0.918
H -1.664 -0.777 1.177
H -1.607 -0.703 3.176
C 5.615 -1.967 -1.537
O 5.565 -2.366 -0.170
H 4.601 -1.776 -1.879
H 6.207 -1.054 -1.638
H 6.056 -2.764 -2.142
H 6.469 -2.531 0.118
C -4.081 3.302 2.925
O -3.014 4.159 2.522
H -3.658 2.364 3.284
H -4.653 3.772 3.729
H -4.733 3.103 2.079
H -3.413 4.980 2.211
C 0.049 4.119 4.494
O 1.123 4.971 4.108
H 0.466 3.189 4.876
H -0.546 4.595 5.279
H -0.585 3.902 3.630
H 0.737 5.787 3.772
C -1.556 -3.416 -0.763
O -0.492 -2.556 -1.162
H -1.133 -4.359 -0.425
H -2.118 -2.962 0.057
H -2.225 -3.604 -1.608
H -0.885 -1.723 -1.456
C 5.208 -4.771 -4.626
O 5.971 -5.230 -3.510
H 5.851 -4.165 -5.261
H 4.836 -5.623 -5.200
H 4.368 -4.165 -4.279
H 5.382 -5.761 -2.962
C 0.989 -2.858 -4.056
O 1.632 -4.026 -4.575
H 1.725 -2.056 -3.998
H 0.177 -2.554 -4.723
H 0.595 -3.056 -3.059
H 0.968 -4.723 -4.620
C 2.365 -1.359 -7.451
O 1.766 -2.646 -7.392
H 2.389 -1.038 -8.491
H 1.779 -0.640 -6.870
H 3.388 -1.397 -7.065
H 1.753 -2.914 -6.465
C -3.154 6.590 5.104
O -4.390 6.865 4.453
H -2.852 5.576 4.848
H -2.387 7.291 4.764
H -3.274 6.668 6.188
H -4.648 7.763 4.685
C 7.398 -8.805 -4.023
O 6.138 -8.512 -4.612
H 7.685 -9.814 -4.312
H 8.154 -8.100 -4.378
H 7.329 -8.750 -2.933
H 5.900 -7.617 -4.345
C -7.402 4.259 1.028
O -6.944 3.178 1.836
H -6.918 5.173 1.367
H -7.139 4.081 -0.018
H -8.485 4.367 1.124
H -7.381 2.379 1.519
C 5.071 0.208 3.988
O 5.341 0.208 2.591
H 4.023 -0.044 4.134
H 5.693 -0.535 4.494
H 5.264 1.197 4.412
H 6.272 0.430 2.479
C -9.296 3.749 4.147
O -10.556 3.511 3.526
H -8.887 4.677 3.753
H -9.421 3.842 5.229
H -8.609 2.932 3.921
H -10.904 2.687 3.884
C -4.774 6.538 -1.080
O -5.638 7.233 -0.187
H -4.316 5.712 -0.539
H -5.342 6.141 -1.925
H -3.990 7.206 -1.444
H -6.036 7.960 -0.679
C 3.663 0.830 -3.547
O 4.290 -0.338 -4.062
H 4.399 1.631 -3.522
H 2.831 1.128 -4.191
H 3.297 0.648 -2.532
H 3.627 -1.037 -4.077
C -2.870 -6.923 0.403
O -2.505 -5.965 1.390
H -3.607 -6.469 -0.257
H -1.995 -7.215 -0.184
H -3.308 -7.806 0.875
H -1.854 -6.380 1.966

Force components x, y, z for each atom (eV/Å):
C -0.86 -0.09 -0.56
C 0.61 0.90 1.16
C 1.33 -1.05 0.74
C -0.02 0.10 0.60
C -1.21 0.88 -0.69
N -1.26 0.43 -1.26
C 1.28 0.64 2.47
O 0.48 -0.02 -0.08
C -1.72 -1.67 -0.06
C -0.38 -0.32 -0.87
O 0.19 0.16 -0.28
H -0.39 0.07 -0.52
H 0.49 0.18 -0.44
H 0.52 0.21 0.58
H -0.30 -0.21 0.52
H -0.72 -0.46 -0.61
H -0.63 -0.49 0.21
H -0.49 -0.35 -0.45
H 0.35 -0.37 -0.38
H -0.20 0.42 -0.46
H 0.95 0.60 0.41
H 0.50 -0.58 0.08
H 0.58 0.98 -0.14
H -0.18 -0.57 0.00
H 0.50 0.45 0.02
H 0.35 0.42 -0.09
C 0.32 -0.15 0.24
O -0.02 -0.04 0.06
H 0.02 0.00 0.11
H -0.10 0.04 -0.22
H -0.06 0.10 -0.18
H -0.15 0.00 -0.01
C 0.05 0.20 -0.11
O 0.28 0.12 -0.02
H 0.13 0.09 0.00
H -0.13 -0.13 -0.01
H -0.11 -0.12 0.16
H 0.05 -0.07 0.10
C -0.04 0.22 -0.22
O 0.10 0.05 0.03
H 0.08 0.07 -0.01
H -0.10 -0.15 0.03
H -0.15 -0.11 0.16
H 0.10 -0.12 0.02
C 0.13 0.25 -0.19
O -0.28 -0.37 0.05
H 0.01 0.07 0.04
H -0.13 -0.19 0.03
H -0.13 -0.10 0.11
H 0.36 0.10 0.04
C -0.18 -0.06 0.20
O 0.10 -0.27 0.00
H 0.08 -0.06 0.10
H -0.10 0.14 -0.16
H -0.06 -0.01 -0.19
H 0.08 0.21 0.07
C -0.28 -0.41 0.11
O 0.12 0.13 -0.19
H 0.02 -0.06 -0.03
H 0.00 0.19 0.07
H 0.02 0.25 -0.03
H 0.14 0.05 -0.03
C -0.06 -0.27 0.21
O -0.04 0.12 0.00
H -0.03 -0.05 0.02
H 0.10 0.15 -0.05
H 0.03 0.19 -0.03
H 0.05 -0.29 -0.10
C -0.17 0.18 0.02
O -0.02 -0.04 -0.05
H -0.07 0.04 -0.07
H 0.14 -0.09 0.10
H 0.17 -0.04 0.02
H -0.03 -0.14 -0.09
C -0.16 0.26 -0.01
O -0.10 -0.01 0.03
H -0.08 0.03 -0.03
H 0.12 -0.08 0.09
H 0.17 -0.06 0.02
H 0.13 -0.05 -0.11
C -0.09 -0.20 0.00
O -0.18 -0.15 -0.08
H 0.03 -0.07 0.01
H -0.05 0.17 -0.05
H 0.00 0.13 -0.09
H 0.07 0.09 0.08
C 0.26 0.05 -0.12
O 0.20 0.05 0.15
H 0.03 0.00 -0.08
H -0.08 0.02 0.14
H -0.08 -0.04 0.15
H -0.14 -0.04 -0.08
C -0.21 -0.30 0.11
O -0.06 0.02 -0.07
H -0.06 -0.04 -0.04
H 0.15 0.07 0.02
H 0.18 0.15 0.08
H 0.00 0.13 -0.08
C -0.17 0.23 -0.04
O -0.02 0.00 0.01
H -0.05 0.04 0.03
H 0.14 -0.09 -0.05
H 0.08 -0.13 -0.07
H 0.02 -0.08 0.14
C -0.12 -0.26 -0.04
O -0.01 -0.01 -0.06
H 0.02 -0.08 -0.03
H -0.03 0.14 0.08
H -0.04 0.16 0.03
H 0.16 0.04 -0.05
C 0.18 -0.02 0.21
O 0.02 0.01 0.02
H 0.03 0.04 0.07
H -0.10 -0.09 -0.11
H -0.04 -0.06 -0.16
H -0.09 0.13 -0.04

HOMO energy   -9.2 eV
Gap between HOMO and LUMO   9.6 eV
Electronic energy   -2254.817149 Eh